The following is a quantum chemistry calculation of a 9-piece molecular cluster, C72H160BF4N8 overall in a non-equilibrium geometry, from the OMol25 dataset.

The geometry in XYZ format:
```
245
Properties=species:S:1:pos:R:3:forces:R:3
C -6.269112 0.042450 1.825612 -1.144 1.095 -1.126
C -5.390787 0.547347 0.606854 -0.169 -1.022 1.346
C -5.811363 1.950175 0.196323 0.805 -0.926 -1.476
N -5.037599 2.442980 -1.063213 1.251 0.621 -0.117
C -5.563676 3.882100 -1.369051 -0.708 -1.069 0.217
C -5.152088 4.450108 -2.727236 1.555 -0.629 1.141
C -5.330455 3.439624 -3.880764 -0.509 0.801 1.102
C -4.789197 2.036457 -3.572164 -0.383 0.550 0.623
C -5.324561 1.499671 -2.240625 -0.221 0.671 0.174
C -3.499475 2.399402 -0.802374 -1.415 -0.035 -0.128
H -6.490607 0.841907 2.532649 0.430 0.080 0.259
H -6.142375 -0.895022 2.367072 1.034 0.065 -0.336
H -7.252692 -0.102833 1.378868 -0.271 -0.072 -0.014
H -5.607815 -0.163248 -0.190676 0.317 0.055 -0.063
H -4.323687 0.530129 0.828437 0.028 -0.185 0.015
H -5.614347 2.636166 1.020157 -0.441 0.324 -0.324
H -6.816253 1.885994 -0.221016 -0.316 0.532 0.814
H -6.637592 3.735570 -1.253617 -0.221 0.128 -0.499
H -5.327967 4.509725 -0.509621 0.544 -0.011 -0.121
H -5.566070 5.455621 -2.802480 -0.667 -0.318 -0.505
H -4.097115 4.700703 -2.616220 0.408 -0.115 -0.157
H -6.414946 3.354894 -3.950056 -0.093 -0.080 -0.809
H -4.867546 3.862780 -4.772247 -0.376 -0.195 -0.136
H -5.188756 1.387317 -4.351310 0.380 -0.107 0.041
H -3.699729 2.010821 -3.549391 0.057 -0.088 -0.224
H -6.407589 1.381520 -2.275350 -0.136 0.151 -0.072
H -4.911255 0.523636 -1.986389 0.189 0.162 -0.020
H -3.348209 2.833443 0.185967 0.080 -0.491 0.115
H -2.873083 2.978324 -1.481025 -0.653 0.079 -0.379
H -3.264927 1.345214 -0.949925 0.509 0.304 0.671
C 7.546384 -7.681424 -1.749848 -1.248 0.005 0.597
C 6.812338 -6.344564 -2.127349 0.734 -0.913 -0.703
C 5.428498 -6.278226 -1.527253 0.099 1.648 0.592
N 4.643194 -4.950288 -1.837127 -2.071 0.957 -0.038
C 4.047880 -4.839600 -3.263197 2.620 -1.147 0.164
C 3.142258 -3.689323 -3.500180 -1.664 1.045 1.217
C 2.023398 -3.667390 -2.428154 -0.068 -0.688 -0.400
C 2.517757 -3.827637 -0.983336 -0.774 0.800 -0.625
C 3.490417 -4.930421 -0.822207 0.495 -1.456 -0.593
C 5.442523 -3.673930 -1.549809 0.385 -1.715 0.093
H 8.566656 -7.816865 -2.108726 -0.229 0.413 -0.132
H 6.927008 -8.507354 -2.099585 0.149 -0.040 -0.615
H 7.518232 -7.904141 -0.683216 0.345 0.560 0.281
H 6.832945 -6.323663 -3.216959 -0.320 0.151 -0.137
H 7.325480 -5.442664 -1.793640 0.388 -0.276 0.112
H 5.613766 -6.129401 -0.463476 -0.191 -0.325 0.228
H 4.717174 -7.099147 -1.617732 0.201 0.018 -0.541
H 3.627345 -5.790528 -3.590300 -0.298 -0.084 0.575
H 4.996070 -4.789877 -3.798508 -0.225 0.278 -0.680
H 2.637615 -3.804947 -4.459376 0.401 -0.023 -0.190
H 3.593951 -2.699127 -3.440389 0.560 -0.140 -0.381
H 1.369880 -4.516306 -2.629065 0.054 -0.472 -0.011
H 1.307352 -2.852603 -2.535344 0.445 0.511 0.136
H 1.600978 -4.141402 -0.484176 0.205 0.261 0.703
H 2.910296 -2.916168 -0.532516 -0.242 0.306 -0.021
H 2.942414 -5.858657 -0.984011 0.256 -0.290 0.017
H 3.960006 -4.973222 0.160523 -0.114 0.128 0.057
H 4.894174 -2.735522 -1.632252 -0.403 -0.457 0.059
H 6.292941 -3.643336 -2.230960 0.041 -0.025 0.219
H 5.718914 -3.884104 -0.516594 0.549 0.773 -0.012
C -1.835904 0.611815 2.928375 0.726 -0.045 0.423
C -2.890045 0.361854 4.026159 2.044 0.814 -1.290
C -2.726356 1.551276 5.040464 -1.558 -1.610 0.397
N -3.861062 1.533612 6.051758 -1.213 1.121 1.271
C -3.903391 2.955357 6.770977 -2.231 -0.958 0.319
C -5.219282 3.084163 7.683187 0.221 -0.180 -1.859
C -6.538207 2.817674 6.850032 1.143 1.587 0.860
C -6.535584 1.542542 6.076329 1.244 -0.395 0.259
C -5.231328 1.283723 5.253440 -0.424 0.305 0.992
C -3.681525 0.475679 7.243989 -0.014 0.684 -1.497
H -0.861312 0.594960 3.416222 0.313 0.220 -0.079
H -1.950483 1.588373 2.457950 -0.070 0.049 -0.145
H -1.779985 -0.156230 2.156956 -0.340 0.020 -0.029
H -2.598741 -0.624501 4.387187 -0.541 0.102 0.705
H -3.795329 0.281289 3.424436 -0.413 0.269 0.891
H -2.737126 2.525927 4.552559 -0.397 -0.136 -0.256
H -1.823472 1.558547 5.651078 0.274 -0.564 -0.259
H -3.969466 3.756000 6.034296 -0.083 -0.384 -0.510
H -2.982978 3.144639 7.323366 0.023 -0.616 0.120
H -5.204293 4.147890 7.920590 -0.106 -0.190 0.695
H -5.186250 2.427572 8.552606 0.181 0.387 0.114
H -6.719790 3.687770 6.219109 0.455 0.036 -0.559
H -7.442314 2.900906 7.453166 0.261 -0.459 0.569
H -7.426744 1.650460 5.458026 0.236 -0.897 -0.459
H -6.609992 0.707177 6.772555 -0.522 -0.116 -0.110
H -5.263031 1.899092 4.354317 0.649 0.373 0.171
H -5.197886 0.253279 4.899635 0.057 0.077 0.379
H -2.843595 0.757201 7.881731 0.066 0.316 -0.342
H -3.479780 -0.500334 6.802618 -0.215 0.111 -0.036
H -4.571202 0.462855 7.873606 -0.015 0.012 -0.451
C -6.586627 -0.891175 -4.829925 -0.901 1.060 0.785
C -5.160463 -1.220239 -5.122068 0.005 -0.315 -0.368
C -4.916611 -2.763714 -5.150243 0.219 1.552 1.053
N -4.761924 -3.457331 -3.744716 -1.211 2.916 0.454
C -3.389255 -3.017892 -3.193611 -1.490 -1.115 1.517
C -3.064982 -3.893652 -1.977724 0.789 1.816 1.201
C -3.035574 -5.314738 -2.340188 -0.463 -0.333 0.176
C -4.414508 -5.729053 -2.796488 0.726 -0.053 -1.766
C -4.832662 -4.873365 -4.018172 -0.009 -1.718 1.270
C -5.959718 -3.032823 -2.739381 1.545 -0.083 -0.175
H -6.783907 -0.875267 -3.758037 -0.527 -0.572 -0.184
H -7.257077 -1.511722 -5.424482 -0.236 -0.028 0.415
H -6.807494 0.143810 -5.090972 0.017 0.036 -0.446
H -4.514990 -0.588991 -4.511342 0.452 -0.582 0.282
H -5.069958 -0.772422 -6.111698 0.761 -0.740 -0.462
H -3.963853 -2.997490 -5.625341 -0.262 -0.152 -0.192
H -5.769069 -3.177913 -5.688627 0.220 -0.452 0.190
H -2.624761 -3.222148 -3.943232 -0.237 0.344 -0.212
H -3.490742 -1.974447 -2.895232 0.287 -0.002 -0.399
H -2.121250 -3.501504 -1.598659 0.345 -0.137 -0.205
H -3.687520 -3.764706 -1.092338 -0.651 0.422 -0.252
H -2.321079 -5.370434 -3.161464 0.207 -0.893 0.020
H -2.852224 -5.988247 -1.503008 0.867 0.211 -0.067
H -4.177786 -6.717597 -3.189966 -1.153 -0.364 0.101
H -5.144255 -5.725934 -1.986813 0.024 -0.199 -0.147
H -4.114500 -5.044542 -4.820072 -0.399 -0.358 -0.263
H -5.878801 -5.065724 -4.256272 0.249 -0.299 -0.617
H -5.991639 -3.434728 -1.726694 1.002 -1.157 -0.309
H -6.919211 -3.341890 -3.154051 0.210 0.689 -0.533
H -5.766830 -1.995810 -2.464592 -0.513 0.159 -0.915
C -0.802877 -3.557719 1.993161 0.897 0.539 -0.826
C 0.629663 -3.662786 2.498088 0.823 0.778 0.372
C 0.712786 -2.857219 3.789748 0.402 -0.702 1.036
N 2.145467 -2.527533 4.310612 0.286 1.507 -0.229
C 2.013580 -1.925466 5.705578 1.132 0.841 -0.048
C 1.355676 -0.508950 5.655153 -0.090 -0.051 0.807
C 2.011378 0.587729 4.731245 -0.800 -1.625 -0.446
C 2.097254 -0.081600 3.332797 -0.600 0.381 1.512
C 2.852670 -1.384074 3.475495 0.449 -0.589 -0.325
C 3.047476 -3.796318 4.293152 -1.236 1.222 0.453
H -0.961928 -4.180807 1.113070 -0.248 -0.467 0.405
H -0.814030 -2.563418 1.546671 -0.778 0.319 0.307
H -1.529161 -3.692884 2.794629 -0.154 -0.127 -0.319
H 1.291052 -3.056229 1.879415 -0.004 -0.277 -0.846
H 1.053500 -4.666990 2.503223 -0.195 -0.014 0.504
H 0.228872 -3.328513 4.645202 0.127 -0.466 0.038
H 0.111734 -1.956706 3.663579 0.597 0.297 -0.177
H 1.629868 -2.661698 6.411858 -1.058 0.129 -0.338
H 2.989295 -1.787627 6.171506 0.589 -0.048 -0.774
H 0.314858 -0.734075 5.422521 -0.247 0.695 -0.325
H 1.349859 -0.161709 6.688345 -0.014 -0.059 0.135
H 1.478255 1.530824 4.610981 -0.977 -0.209 0.344
H 2.955026 0.997595 5.091306 0.449 -0.849 0.081
H 1.096096 -0.303554 2.963308 -0.125 0.251 -0.089
H 2.494674 0.705802 2.692376 0.725 -0.753 -0.687
H 3.131122 -1.825351 2.518503 -0.123 -0.091 -0.260
H 3.793624 -1.157144 3.976692 0.082 -0.414 0.233
H 2.381909 -4.592943 4.625570 0.243 -0.250 -0.418
H 3.843796 -3.712173 5.032676 -0.005 0.371 -0.187
H 3.440748 -3.860870 3.278619 -0.101 -0.417 0.155
C 1.999557 1.327376 -9.592794 -0.518 0.784 1.051
C 0.955898 0.654360 -8.665130 0.236 -0.265 -0.350
C 1.402852 0.684840 -7.209771 -0.114 -0.881 -1.022
N 0.578594 -0.182386 -6.223693 0.247 1.195 0.534
C 0.887045 0.367129 -4.838736 -0.944 0.206 0.496
C 0.421243 1.778907 -4.509742 -0.654 0.499 -0.275
C -1.076187 1.906166 -4.747223 -0.659 -1.172 -0.290
C -1.475552 1.356887 -6.121889 -0.632 0.099 -0.778
C -0.985669 -0.052004 -6.485849 1.856 -0.383 1.534
C 1.077993 -1.674109 -6.099657 -1.742 2.166 -1.454
H 1.850531 2.388503 -9.393011 0.239 0.282 -0.183
H 1.762419 1.214369 -10.650662 0.297 -0.423 0.173
H 3.035458 1.146297 -9.306054 -0.014 -0.482 -0.445
H 0.795744 -0.391853 -8.925696 -0.287 0.011 -0.392
H 0.074969 1.277142 -8.820668 -0.458 -0.579 0.166
H 1.391618 1.736820 -6.924634 0.230 -0.368 0.651
H 2.386064 0.214300 -7.211217 0.243 0.467 0.448
H 1.959240 0.306881 -4.651970 -0.057 -0.397 -0.189
H 0.304739 -0.316548 -4.221000 0.413 -0.036 0.597
H 0.971933 2.537429 -5.066045 0.047 -0.016 -0.043
H 0.578962 1.993946 -3.452862 0.420 -0.311 0.046
H -1.523706 2.885026 -4.575028 0.485 0.289 -0.335
H -1.607246 1.282721 -4.027916 0.253 -0.268 0.348
H -1.293505 2.101519 -6.896805 0.521 -0.200 -0.237
H -2.558902 1.256116 -6.187421 -0.258 0.029 0.206
H -1.270193 -0.463795 -7.454131 0.444 0.561 -0.240
H -1.332576 -0.798994 -5.771871 -0.425 0.189 0.293
H 0.837754 -1.964856 -7.122321 0.923 -0.997 0.123
H 0.417841 -2.189962 -5.402377 0.053 0.160 0.011
H 2.104620 -1.658021 -5.733750 -0.098 -0.114 -0.570
C 0.504176 3.141750 0.820231 0.563 1.491 -1.224
C 0.809434 3.435443 2.288203 -0.470 -1.411 0.334
C 0.528111 4.899782 2.698356 0.059 -0.135 0.368
N 0.591769 5.223793 4.210612 0.566 -0.445 0.308
C 1.998607 4.871771 4.777374 -0.485 -0.447 -0.673
C 2.089398 5.087232 6.249069 0.216 0.097 1.337
C 1.841528 6.542652 6.665848 0.997 -0.980 0.106
C 0.612249 7.085608 6.039968 -1.183 0.216 -1.377
C 0.398935 6.735195 4.483368 -0.054 -0.219 1.675
C -0.535374 4.422290 4.915807 1.357 0.835 0.303
H 1.419336 3.345257 0.264194 0.060 0.440 -0.219
H -0.228293 3.868322 0.468519 -0.203 -0.078 -0.276
H 0.257325 2.169259 0.394290 -0.384 -0.452 1.141
H 1.838290 3.100508 2.420043 0.268 0.571 0.365
H 0.246948 2.686770 2.846047 -0.316 0.352 0.515
H -0.471416 5.243164 2.431631 -0.084 -0.281 -0.254
H 1.225242 5.534539 2.151369 0.133 0.234 0.377
H 2.726983 5.500384 4.265120 -0.245 0.198 -0.231
H 2.209788 3.847722 4.469458 -0.117 -0.041 0.155
H 3.046931 4.752404 6.647973 0.384 0.137 -0.504
H 1.439484 4.421223 6.816644 -0.463 -0.032 -0.172
H 2.678048 7.189952 6.402538 0.251 -0.222 -0.213
H 1.805902 6.586527 7.754382 -0.236 0.102 -0.017
H 0.703210 8.163440 6.174497 -0.580 0.137 -0.524
H -0.301648 6.779874 6.549302 0.027 -0.020 0.166
H 1.090028 7.315747 3.872265 -0.058 -0.339 -0.211
H -0.643642 6.933255 4.234583 0.172 0.280 -0.230
H -0.382508 3.351509 4.781071 -0.108 0.221 -0.517
H -1.495804 4.822840 4.591415 0.121 -0.255 -0.270
H -0.449226 4.576654 5.991384 -0.008 0.280 -0.172
C 3.090563 0.586501 -1.242093 0.309 0.554 1.948
C 4.420125 0.532496 -0.425317 1.121 -0.398 -1.089
C 5.654617 0.830867 -1.284956 0.215 0.841 -1.935
N 6.938257 1.290107 -0.677233 -0.869 0.734 3.297
C 8.136872 1.193667 -1.620905 -0.070 -0.064 1.771
C 9.535132 1.434169 -0.919422 -1.633 -0.493 0.256
C 9.724081 0.697657 0.462305 -0.411 -0.926 -2.424
C 8.457839 0.658952 1.291494 0.384 1.321 -0.125
C 7.146153 0.393176 0.583933 1.187 -0.260 -0.546
C 6.742123 2.777227 -0.179524 0.600 -1.200 -0.400
H 2.354324 0.199545 -0.537588 -0.234 -0.592 -0.333
H 3.115258 -0.009607 -2.154317 0.050 0.072 0.057
H 2.691553 1.590295 -1.387974 0.496 0.231 -0.568
H 4.530182 -0.504014 -0.106520 -0.099 -0.206 0.481
H 4.543022 1.141743 0.470121 -1.011 0.172 0.071
H 5.425520 1.663570 -1.949955 -0.253 -0.091 -0.344
H 5.965637 0.013138 -1.935095 -0.361 -0.320 0.054
H 8.119877 0.155593 -1.952885 -0.155 0.131 -0.374
H 7.930277 1.924610 -2.402647 0.235 -0.282 -0.204
H 10.111624 0.872504 -1.654476 0.940 0.971 0.076
H 9.688437 2.510796 -0.845486 0.555 -0.184 -0.320
H 9.953261 -0.312822 0.123932 -0.012 -0.416 0.296
H 10.644520 0.992252 0.966406 -0.401 0.464 0.184
H 8.585758 -0.084988 2.077804 -0.268 0.397 0.321
H 8.311946 1.680178 1.643495 0.274 -0.117 1.053
H 7.119575 -0.654721 0.285083 -0.312 0.001 -0.519
H 6.367909 0.552800 1.330230 -0.323 0.173 -0.466
H 6.066393 2.855504 0.672147 0.156 -0.564 0.073
H 6.278522 3.368329 -0.969321 0.474 -0.145 -0.250
H 7.741205 3.110879 0.100867 -0.314 0.319 -0.133
B -1.083340 -0.576622 -1.045243 2.659 -1.777 1.466
F 0.074726 -0.410914 -0.320946 2.403 1.524 0.978
F -0.760040 -1.600599 -1.879926 -0.360 -2.395 -2.052
F -1.941387 -0.910946 -0.070156 -3.442 -0.731 1.279
F -1.429360 0.451993 -1.780288 -1.374 3.390 -1.833
```
Forces are in eV/Å.

For the LUMO energy (spin up / spin down), the calculation gives -10.28 / -10.35 eV. Its total charge is +6. The expectation value of S² is 0.75. Its spin multiplicity is 2. As for the HOMO-LUMO gap (spin up / spin down): 2.02 / 10.23 eV.

Mulliken atomic charge list, values in e, 6 entries:
1. C -1.763
2. C 1.536
3. C -0.997
4. N 0.546
5. C -0.740
6. C -0.918